(1)
A structure of composition C21H30Cl5PdSe2SiTe2. Source: OMol25; level of theory: ωB97M-V/def2-TZVPD.

```
62
Properties=species:S:1:pos:R:3:nbo_charge:R:1
Te -0.6691 -5.8986 -1.9002 0.00
Te -3.3523 -4.4114 -1.5757 -0.09
Pd 0.1211 -0.5815 -1.0448 0.50
Se -1.6500 -2.4694 -0.9357 -0.07
Se 0.2894 -3.6724 -1.4115 -0.02
Cl 6.4609 1.2840 -3.0176 0.03
Cl 3.3740 -3.0529 -2.3007 -0.02
Cl 6.0690 -1.8002 -3.0435 0.02
Cl 1.3696 1.8637 -1.3776 0.04
Cl 4.0774 3.1350 -2.1981 0.03
Si 0.3783 -0.9635 1.3865 1.58
C -0.6399 1.7818 1.4559 -0.62
C -2.4885 1.0498 -2.0512 -0.08
C -1.4881 0.4196 -1.7701 -0.42
C 4.9339 0.5988 -2.5894 -0.09
C -4.9385 1.0265 -1.9363 -0.59
C -3.7013 1.8127 -2.3913 -0.17
C 3.5005 -1.3107 -2.2468 0.02
C -3.7661 2.0368 -3.9066 -0.58
C 2.9943 -1.9797 1.2705 -0.62
C -3.6655 3.1686 -1.6732 -0.59
C -0.5841 0.5392 3.6056 -0.61
C 2.6649 0.8235 -1.8877 0.00
C 2.8771 0.4799 1.6768 -0.60
C -0.2278 -2.5987 2.1197 -1.25
C 4.7463 -0.7785 -2.5974 -0.13
C 2.4030 -0.5428 -1.8705 -0.44
C 2.2137 -0.8659 1.9785 -0.57
C 3.8735 1.4194 -2.2299 -0.14
C -0.8028 0.3989 2.0913 -0.57
C 2.3315 -1.1329 3.4893 -0.61
C -2.2486 -0.0522 1.8446 -0.62
H -3.6025 3.0264 -0.5928 0.21
H -0.9133 1.7643 0.4021 0.24
H 2.3333 1.3163 2.1228 0.20
H -0.6077 -0.4212 4.1269 0.20
H -2.9364 0.6634 2.3138 0.19
H -1.2296 -2.8635 1.7922 0.25
H 1.8968 -0.3355 4.0927 0.20
H 0.4370 -3.4184 1.8393 0.24
H -5.8508 1.5910 -2.1523 0.19
H 2.6676 -2.9696 1.5995 0.20
H 2.9542 0.6574 0.6043 0.21
H 3.8943 0.4896 2.0885 0.19
H -0.2343 -2.5287 3.2119 0.22
H -3.8070 1.0821 -4.4324 0.21
H -4.9908 0.0663 -2.4510 0.21
H 1.8670 -2.0759 3.7798 0.20
H 0.3668 1.0277 3.8289 0.20
H -2.4545 -1.0370 2.2706 0.21
H -2.8824 2.5756 -4.2508 0.21
H -2.4741 -0.0801 0.7762 0.23
H -2.7950 3.7451 -1.9896 0.21
H -4.8941 0.8334 -0.8632 0.21
H -4.5688 3.7436 -1.8988 0.19
H 2.8817 -1.9304 0.1929 0.23
H -1.3807 1.1648 4.0281 0.20
H 3.3952 -1.1999 3.7512 0.20
H -4.6557 2.6188 -4.1660 0.19
H 0.3770 2.1668 1.5453 0.20
H -1.3108 2.4898 1.9607 0.19
H 4.0625 -1.8891 1.5063 0.20
```

The energy comes out at -8875.38299 Ha. As for the total charge: -1. Its spin multiplicity is 5. The value obtained for the energy above the lowest of the compared OMol25 structures with the same formula, charge and spin is 57.4 kcal per mole. The LUMO energy (spin up / spin down) is 1.4 / 0.3 eV.

***

(2)
A cluster of 2 separate species, C21H30ClN2O2 in total at a distorted geometry. Source: OMol25; level of theory: ωB97M-V/def2-TZVPD.

```
56
Properties=species:S:1:pos:R:3:nbo_charge:R:1
Cl 7.3448 -2.3835 0.4333 0.11
O 0.5328 1.2815 0.8405 -0.77
O 2.0896 1.2394 -1.0286 -0.58
N -1.7110 0.0972 1.1266 -0.39
N -1.9488 2.0595 -0.5974 -0.69
C 4.7861 0.0691 -1.4742 -0.09
C 3.4619 1.8689 -0.8347 -0.07
C -1.0675 3.0850 -0.0348 -0.08
C -3.7239 -2.7956 -0.6533 -0.18
C 4.9929 0.7572 0.5585 -0.16
C -0.3189 -1.5368 2.4701 -0.62
C -3.3376 -1.9229 0.0967 -0.13
C 5.6100 -1.2063 -1.2107 -0.19
C -1.3735 -1.1794 -1.0009 -0.24
C -2.8720 -3.0329 -1.5938 -0.09
C 6.2146 -1.3040 0.0171 -0.08
C -3.1542 1.7343 -0.1955 -0.15
C -1.6423 -2.1433 -1.9822 -0.16
C -4.8936 -3.7061 -0.7163 -0.56
C 0.4490 2.3577 -0.0350 0.10
C -1.4143 -0.6176 2.4675 -0.18
C -2.1434 -1.0327 0.1171 0.12
C 4.4387 0.9471 -0.6176 -0.19
C 5.9632 -0.1754 1.0116 -0.21
C 1.1287 2.3137 -1.4083 -0.09
C -2.9307 1.0168 1.3411 -0.24
H 1.3578 0.7331 0.5280 0.53
H -3.8648 0.7028 1.7390 0.25
H -0.9908 4.0954 -1.0878 0.17
H -0.1159 -2.0539 3.4621 0.25
H 1.1827 3.2681 0.4431 0.14
H 1.2968 3.1022 -2.0050 0.22
H 4.8709 1.4538 1.5885 0.21
H -0.3744 -0.6728 -0.9905 0.22
H -2.4287 1.9054 1.9252 0.21
H 3.2500 2.5877 -0.0542 0.19
H -1.3350 0.2408 3.1257 0.21
H -4.0092 -1.7523 1.1244 0.18
H -3.6579 1.1639 -0.8516 0.21
H -0.9642 0.5538 0.7828 0.47
H -0.5051 -2.2512 1.8931 0.21
H 3.5926 2.5183 -1.5757 0.19
H -5.5048 -3.4630 -1.6497 0.25
H -1.0005 -2.1323 -2.6617 0.20
H 0.6359 -1.0592 2.1972 0.22
H 0.3240 1.4421 -1.9461 0.16
H -4.7352 -4.6066 -0.3386 0.23
H -5.5150 -3.1160 0.2661 0.18
H -3.8260 2.7223 0.1000 0.14
H 4.3075 -0.0910 -2.6571 0.22
H 5.8881 -1.8699 -1.6827 0.17
H 6.2863 -0.1213 2.0563 0.24
H -1.9695 2.1990 -1.6918 0.40
H -2.2616 -1.0936 2.7124 0.20
H -3.1147 -3.5549 -2.6085 0.22
H -1.3001 3.3582 0.7602 0.12
```

The energy comes out at -1537.47006 Ha. As for the total charge: +1. The value obtained for the energy above the lowest of the compared OMol25 structures with the same formula, charge and spin is 444.5 kcal per mole. The LUMO energy is -2.5 eV.

***

(3)
A cluster of 5 separate species, C21H30F12N2O11 in total at a distorted geometry. Source: OMol25; level of theory: ωB97M-V/def2-TZVPD.

```
76
Properties=species:S:1:pos:R:3:mulliken_charge:R:1
F -0.8259 3.6432 -4.8264 -0.26
F 1.1713 2.8520 -5.0615 -0.28
F 5.0671 0.3078 -4.2224 -0.27
F -1.4746 -0.7194 6.3017 -0.35
F -7.0649 -1.9938 1.3633 -0.25
F -8.6299 -1.1575 2.6086 -0.25
F 3.2990 -0.3730 -3.1816 -0.27
F 0.2217 2.8387 -3.1172 -0.19
F 5.1621 -0.1289 -2.1136 -0.28
F -8.3268 -3.2979 2.5361 -0.24
F -0.7815 -0.0422 8.2422 -0.26
F 0.3495 -1.5141 7.1461 -0.25
O 1.2837 2.1507 1.0586 0.11
O 3.0505 3.0631 1.9187 -0.44
O -0.3998 1.6809 5.9546 -0.31
O -6.7453 -2.7315 4.6773 -0.50
O 1.6164 0.7266 6.2438 -0.51
O 4.2355 -2.4424 -4.5705 -0.31
O -5.8978 -0.9943 3.5288 -0.32
O -0.5254 0.3633 -3.9399 -0.49
O 5.9088 -2.5756 -3.0743 -0.50
O -1.0644 1.2378 -5.9394 -0.32
O -0.6229 2.4895 -0.0925 -0.45
N 4.2297 2.4668 -0.5758 -0.75
N 3.5098 1.6073 0.2998 0.45
C -3.7462 -1.6533 4.4658 -0.64
C 5.0166 -1.9841 -3.6010 0.15
C 4.5049 -3.7845 -5.0184 -0.21
C 0.4277 0.7222 6.3484 0.37
C -7.6972 -2.1227 2.5407 0.90
C -3.0090 -0.2265 -5.8536 -1.11
C 2.9114 0.5120 -0.3162 -0.22
C 0.5055 2.5774 3.8766 -0.85
C -6.7231 -2.0156 3.7220 0.34
C 3.8663 -4.8032 -4.0986 -1.13
C -4.9461 -0.7389 4.5804 -0.25
C 2.4818 -0.5615 0.4097 -1.08
C -1.5993 -0.0284 -6.3688 -0.20
C -0.3737 -0.4035 7.0149 0.87
C 0.7517 2.6403 -0.1626 0.07
C 0.0020 2.6703 -4.4242 0.86
C 4.6339 -0.5357 -3.2739 1.15
C 0.2078 2.8355 5.3372 -0.52
C -0.9841 1.1236 -0.1954 -0.37
C 2.6233 2.3354 1.1419 0.06
C -0.5673 1.2753 -4.7115 0.35
H -1.5989 -0.0013 -7.4565 0.33
H 4.0762 -3.8600 -6.0157 0.33
H 1.0802 2.0491 -1.0263 -0.02
H 1.1019 3.1314 5.8851 0.38
H -0.5232 0.5008 0.5731 0.11
H 2.7978 -4.6092 -3.9980 0.31
H -0.3977 2.2559 3.3556 0.26
H 4.9845 1.9121 -0.9519 0.34
H -3.0257 -0.2774 -4.7650 0.31
H 1.2437 1.7852 3.7599 0.28
H -3.2965 -1.5706 3.4748 0.29
H -3.6436 0.6098 -6.1485 0.31
H -4.0324 -2.6964 4.6038 0.33
H 3.2400 -1.1503 0.9129 0.27
H -0.6836 0.7467 -1.1782 0.08
H 5.5784 -3.9442 -5.1122 0.33
H 0.8882 3.4749 3.3975 0.42
H -0.9412 -0.8409 -6.0627 0.29
H 0.9538 3.6953 -0.3411 0.36
H -5.4261 -0.8259 5.5545 0.33
H 4.0079 -5.8102 -4.4891 0.38
H -2.9988 -1.3968 5.2154 0.07
H -2.0579 1.0348 -0.0823 0.34
H 4.2992 -4.7559 -3.0995 0.32
H -0.5158 3.6428 5.4346 0.35
H 1.4388 -0.7963 0.5457 0.24
H -3.4328 -1.1489 -6.2490 0.37
H 2.8361 0.5053 -1.4080 0.67
H 3.6527 2.7511 -1.3675 0.27
H -4.6381 0.2981 4.4606 0.31
```

The energy comes out at -2953.63752 Ha. The SMILES is C=CN(N)C(=O)OCOC.CCOC(=O)C(F)(F)F.CCOC(=O)C(F)(F)F.CCOC(=O)C(F)(F)F.CCOC(=O)C(F)(F)F. As for the total charge: 0. The LUMO energy is 0.1 eV.

***

(4)
A structure of composition C21H30F9InN2O2PS at a distorted geometry. Source: OMol25; level of theory: ωB97M-V/def2-TZVPD.

```
67
Properties=species:S:1:pos:R:3:mulliken_charge:R:1
In -0.9781 0.8842 3.0480 0.87
S -0.4071 1.3029 -4.0452 1.34
P 0.7456 -0.9707 2.6868 -0.12
F -0.7041 2.7182 -4.7188 -0.34
F 2.1293 1.0600 -3.5414 -0.25
F -0.1559 -0.1171 -3.4241 -0.24
F 2.4533 2.0587 -1.3322 -0.42
F 1.5258 3.1002 -3.7977 -0.28
F 0.4278 0.9102 -5.3400 -0.36
F -1.7019 0.7354 -4.7419 -0.33
F -1.2923 1.7417 -2.8158 -0.33
F 0.5858 0.9902 -1.1308 0.19
O 0.0433 -2.4567 3.1083 -0.51
O -4.8863 -1.1515 2.7992 -0.62
N 0.9437 -1.1601 0.9331 -0.26
N 1.9912 -3.8681 -0.9432 -0.59
C -3.0867 0.2266 3.4668 -1.29
C -2.8257 -2.9340 1.5812 -0.46
C 0.5273 3.3822 -1.1505 -1.17
C 2.5303 -3.5688 -4.6579 -1.41
C 0.6293 2.9030 1.4047 -0.52
C -2.0110 -1.5564 -0.6660 -0.05
C 2.0523 -1.9723 -2.7299 0.93
C 1.6163 -2.4795 -4.1081 -0.23
C 1.0582 3.7921 0.2156 -1.28
C -0.3418 1.9794 4.9320 -1.27
C -1.8067 -2.9335 -0.6002 -0.36
C -3.0131 -1.5515 1.5128 0.72
C 1.5468 0.5826 5.7798 -0.90
C 1.1725 1.9534 -3.2259 0.32
C -0.8157 2.4051 1.3987 -0.65
C -3.7263 -0.8429 2.6286 0.02
C 2.0397 -3.0447 -1.7355 0.06
C 1.0776 1.7173 5.2575 0.11
C 1.1251 2.0879 -1.6752 1.15
C -2.2266 -3.6329 0.5330 -0.88
C -2.5994 -0.8501 0.3775 -0.30
H 3.5598 -3.2139 -4.7380 0.33
H 1.8020 2.5109 5.0916 0.26
H 0.5947 -2.8597 -4.0471 0.27
H 0.7165 3.5293 2.2940 0.45
H -0.5424 3.0463 4.8520 0.31
H 2.2025 -3.8786 -5.6507 0.40
H -1.3203 -3.4034 -1.4414 0.44
H -2.7599 0.2156 0.3133 0.43
H 1.3798 -1.1864 -2.3813 -0.76
H -1.5052 3.2285 1.5915 0.44
H 0.6570 4.7879 0.4102 0.45
H -3.7288 1.0970 3.3190 0.28
H -1.0964 1.9355 0.4578 -0.09
H 1.3949 -2.0547 0.7679 0.25
H 0.8926 -0.1435 6.2475 0.26
H 0.0877 -3.0220 2.3280 0.25
H 1.3460 2.0951 1.5600 0.35
H 1.6333 -0.4741 0.6430 0.09
H 2.5232 -4.4531 -4.0190 0.34
H -0.5521 3.2736 -1.1250 0.40
H -1.6875 -1.0127 -1.5446 0.23
H -0.9402 1.5235 5.7241 0.46
H 3.0598 -1.5552 -2.7753 0.44
H 1.6016 -1.6343 -4.7989 0.26
H -3.1594 -3.4662 2.4602 0.39
H 2.5945 0.3278 5.7378 0.26
H 2.1388 3.9118 0.2054 0.32
H 0.7253 4.1866 -1.8554 0.51
H -3.1831 -0.0504 4.5140 0.31
H -2.0769 -4.7018 0.5761 0.38
```

The energy comes out at -2906.58623 Ha. As for the total charge: -1. The LUMO energy is 2.0 eV.

***

- What is the energy in the fourth record?
  -2906.58623 Ha

***

Please write out number 4 again, unchanged.
A structure of composition C21H30F9InN2O2PS at a distorted geometry. Source: OMol25; level of theory: ωB97M-V/def2-TZVPD.

```
67
Properties=species:S:1:pos:R:3:mulliken_charge:R:1
In -0.9781 0.8842 3.0480 0.87
S -0.4071 1.3029 -4.0452 1.34
P 0.7456 -0.9707 2.6868 -0.12
F -0.7041 2.7182 -4.7188 -0.34
F 2.1293 1.0600 -3.5414 -0.25
F -0.1559 -0.1171 -3.4241 -0.24
F 2.4533 2.0587 -1.3322 -0.42
F 1.5258 3.1002 -3.7977 -0.28
F 0.4278 0.9102 -5.3400 -0.36
F -1.7019 0.7354 -4.7419 -0.33
F -1.2923 1.7417 -2.8158 -0.33
F 0.5858 0.9902 -1.1308 0.19
O 0.0433 -2.4567 3.1083 -0.51
O -4.8863 -1.1515 2.7992 -0.62
N 0.9437 -1.1601 0.9331 -0.26
N 1.9912 -3.8681 -0.9432 -0.59
C -3.0867 0.2266 3.4668 -1.29
C -2.8257 -2.9340 1.5812 -0.46
C 0.5273 3.3822 -1.1505 -1.17
C 2.5303 -3.5688 -4.6579 -1.41
C 0.6293 2.9030 1.4047 -0.52
C -2.0110 -1.5564 -0.6660 -0.05
C 2.0523 -1.9723 -2.7299 0.93
C 1.6163 -2.4795 -4.1081 -0.23
C 1.0582 3.7921 0.2156 -1.28
C -0.3418 1.9794 4.9320 -1.27
C -1.8067 -2.9335 -0.6002 -0.36
C -3.0131 -1.5515 1.5128 0.72
C 1.5468 0.5826 5.7798 -0.90
C 1.1725 1.9534 -3.2259 0.32
C -0.8157 2.4051 1.3987 -0.65
C -3.7263 -0.8429 2.6286 0.02
C 2.0397 -3.0447 -1.7355 0.06
C 1.0776 1.7173 5.2575 0.11
C 1.1251 2.0879 -1.6752 1.15
C -2.2266 -3.6329 0.5330 -0.88
C -2.5994 -0.8501 0.3775 -0.30
H 3.5598 -3.2139 -4.7380 0.33
H 1.8020 2.5109 5.0916 0.26
H 0.5947 -2.8597 -4.0471 0.27
H 0.7165 3.5293 2.2940 0.45
H -0.5424 3.0463 4.8520 0.31
H 2.2025 -3.8786 -5.6507 0.40
H -1.3203 -3.4034 -1.4414 0.44
H -2.7599 0.2156 0.3133 0.43
H 1.3798 -1.1864 -2.3813 -0.76
H -1.5052 3.2285 1.5915 0.44
H 0.6570 4.7879 0.4102 0.45
H -3.7288 1.0970 3.3190 0.28
H -1.0964 1.9355 0.4578 -0.09
H 1.3949 -2.0547 0.7679 0.25
H 0.8926 -0.1435 6.2475 0.26
H 0.0877 -3.0220 2.3280 0.25
H 1.3460 2.0951 1.5600 0.35
H 1.6333 -0.4741 0.6430 0.09
H 2.5232 -4.4531 -4.0190 0.34
H -0.5521 3.2736 -1.1250 0.40
H -1.6875 -1.0127 -1.5446 0.23
H -0.9402 1.5235 5.7241 0.46
H 3.0598 -1.5552 -2.7753 0.44
H 1.6016 -1.6343 -4.7989 0.26
H -3.1594 -3.4662 2.4602 0.39
H 2.5945 0.3278 5.7378 0.26
H 2.1388 3.9118 0.2054 0.32
H 0.7253 4.1866 -1.8554 0.51
H -3.1831 -0.0504 4.5140 0.31
H -2.0769 -4.7018 0.5761 0.38
```

The energy comes out at -2906.58623 Ha. As for the total charge: -1. The LUMO energy is 2.0 eV.

***

- total charge of number 1 (C21H30Cl5PdSe2SiTe2)?
  -1

***

- Which of these has the lowest energy?
  C21H30Cl5PdSe2SiTe2